Entry from the Open Molecules 2025 dataset: an isolated molecule of C4H8OS at a distorted geometry (the ωB97M-V functional and the def2-TZVPD basis).

Gap between HOMO and LUMO in eV: 9.9
Net charge: 0
Structure (SMILES): C[C@@H](C=O)CS
DFT total energy in eV: -17158.842
Relative energy (zero: lowest compared OMol25 entry of this formula, charge and spin) in kcal per mole: 37.08
E_HOMO in eV: -9.1

Each line ends with the natural charge from an NBO analysis.
Atoms and positions in Å:
C 1.08 0.49 0.74  -0.60
C -0.11 -0.47 0.40  -0.34
C -1.33 0.44 0.68  0.45
O -1.54 1.12 1.61  -0.52
C -0.13 -1.08 -1.04  -0.50
S -0.35 0.47 -2.08  -0.04
H 1.08 1.35 0.07  0.19
H 1.97 0.04 0.62  0.20
H 0.83 0.79 1.84  0.24
H -0.01 -1.34 1.23  0.23
H -2.00 0.40 -0.16  0.10
H 0.87 -1.66 -1.15  0.23
H -1.02 -1.69 -1.23  0.23
H 0.64 1.14 -1.54  0.11